DFT (ωB97M-V/def2-TZVPD) results for a structure of composition C44H61Cl3N5O7PPbSSi at a distorted geometry.

Geometry as XYZ:
```
124
Properties=species:S:1:pos:R:3:forces:R:3
Pb 0.848 0.864 -0.510 0.1 -0.2 0.2
N 1.039 -6.995 1.545 0.2 -0.6 -0.3
C 1.734 -5.800 1.765 0.3 1.1 0.3
C 3.115 -5.859 2.092 -1.5 1.2 0.0
C 3.757 -4.687 2.447 -0.8 0.1 -0.5
C 3.092 -3.458 2.409 0.9 0.5 0.9
C 1.775 -3.349 2.085 -0.6 -4.7 -0.8
C 1.057 -4.564 1.756 1.6 0.9 0.2
S 3.933 -1.949 2.956 0.0 0.0 -0.2
O 5.308 -2.308 3.219 0.1 -0.1 -0.3
O 3.233 -1.386 4.085 -0.3 -0.3 0.1
N 3.639 -0.932 1.759 0.5 0.0 -1.6
C 4.020 -1.214 0.460 -1.4 0.6 0.8
N 4.874 -2.205 0.180 0.8 -0.2 -0.2
C 5.129 -2.481 -1.089 -0.3 -0.2 0.0
C 4.432 -1.877 -2.137 1.0 -0.4 0.8
C 3.598 -0.848 -1.796 -0.7 0.1 1.6
N 3.378 -0.475 -0.516 0.5 -0.5 -0.4
H 1.531 -7.655 0.942 -0.1 0.3 0.3
H 0.128 -6.825 1.172 -0.5 0.0 -0.2
H 3.585 -6.814 2.085 0.5 -0.6 0.1
H 4.771 -4.662 2.739 1.0 -0.1 0.2
H 1.236 -2.487 2.072 -1.1 2.6 0.0
H 0.010 -4.482 1.471 0.2 -0.2 0.1
H 5.905 -3.252 -1.272 -0.6 0.4 0.1
H 4.555 -2.201 -3.134 0.1 -0.1 -1.0
H 2.972 -0.379 -2.530 0.0 0.3 -0.3
O -1.197 1.569 1.065 0.2 1.2 -0.3
H -1.581 0.700 1.128 -0.1 -1.0 0.4
H -0.920 1.820 2.011 -0.2 -0.3 -0.4
O 1.824 1.184 1.817 0.5 -0.3 -0.7
H 2.435 0.392 1.903 -0.3 0.4 0.3
H 1.224 1.268 2.585 0.0 -0.1 0.1
Cl -0.392 1.871 3.835 -0.1 0.2 0.4
C 3.185 4.617 0.012 -0.8 0.1 0.1
C 1.649 4.767 -0.289 0.2 -0.8 0.4
C 1.218 6.167 -0.712 -0.4 -0.9 0.0
C 0.928 4.452 1.049 -0.4 0.6 -0.8
Si 1.191 3.469 -1.701 -0.7 0.1 1.0
C 2.570 3.563 -3.073 -0.4 -0.2 -0.2
C 3.024 4.967 -3.489 0.4 -0.3 -0.1
C 3.745 2.705 -2.556 0.1 0.5 -1.3
C 2.115 2.819 -4.354 -0.1 1.4 1.8
C -0.671 3.867 -2.402 0.8 -0.4 0.9
C -0.628 4.985 -3.416 -0.3 1.3 0.8
C -1.727 4.224 -1.296 -0.2 -0.2 -1.3
C -1.100 2.563 -3.124 -0.6 0.3 0.7
H 3.460 5.246 0.879 -0.1 0.0 -0.4
H 3.769 4.908 -0.874 0.1 -0.2 0.6
H 3.400 3.568 0.326 -0.1 0.7 -0.4
H 1.335 6.876 0.053 0.3 1.0 1.5
H 0.169 6.205 -0.977 -0.3 -0.2 0.0
H 1.738 6.564 -1.534 0.9 0.3 -1.4
H 1.229 5.147 1.824 0.3 0.4 0.2
H 1.118 3.482 1.445 0.2 -0.9 0.1
H -0.151 4.581 0.971 -0.1 -0.1 -0.1
H 3.475 5.518 -2.680 0.1 0.3 0.2
H 2.268 5.571 -3.951 -1.0 0.3 0.2
H 3.755 4.950 -4.298 0.5 -0.5 0.0
H 4.103 2.967 -1.590 0.1 -0.1 0.8
H 4.604 2.843 -3.238 -0.2 -0.1 0.0
H 3.431 1.669 -2.621 0.2 -0.2 0.3
H 1.422 3.427 -4.889 -1.0 0.1 -0.5
H 1.768 1.856 -4.061 -0.4 -0.8 -0.4
H 2.983 2.798 -4.936 1.5 -0.6 -1.3
H -0.130 5.922 -3.107 0.0 -0.5 0.2
H -1.614 5.316 -3.723 -0.7 -0.1 0.0
H -0.159 4.663 -4.292 0.9 -0.5 -1.5
H -1.624 5.253 -0.925 0.1 -0.3 0.0
H -1.734 3.526 -0.450 0.0 0.1 -0.2
H -2.713 4.193 -1.855 0.6 0.0 0.7
H -0.366 2.190 -3.811 0.7 -0.2 -0.1
H -1.957 2.758 -3.799 -0.2 -0.1 0.6
H -1.310 1.749 -2.378 -0.1 0.6 -0.8
C -4.291 0.409 -2.588 0.3 -1.9 -0.1
C -4.026 0.225 -1.101 0.2 0.4 -0.5
N -3.905 1.404 -0.442 0.2 0.7 -0.2
O -4.024 -0.843 -0.530 0.0 -0.3 -0.2
H -4.032 -0.564 -3.098 -0.6 1.0 0.5
H -3.683 1.177 -3.065 -0.3 0.2 0.2
H -5.366 0.606 -2.591 0.1 0.1 -0.7
H -3.672 2.207 -1.007 0.0 0.0 -0.1
H -3.338 1.388 0.381 0.1 0.0 0.8
Cl -0.172 0.430 -6.030 0.1 -0.4 0.1
C 0.532 -0.956 -5.081 -0.4 1.4 0.7
Cl 2.246 -1.049 -5.349 0.9 0.0 -0.2
C 0.194 -0.721 -3.544 0.5 -0.7 -1.5
O -0.702 -1.416 -3.095 -0.5 -0.1 0.4
O 0.960 0.118 -3.053 0.2 0.8 1.0
H 0.123 -1.841 -5.464 -0.8 -1.0 -0.5
C 0.257 -3.503 5.375 -1.3 0.9 -2.4
C -0.643 -4.340 4.672 1.5 -0.5 1.1
C -1.535 -3.900 3.726 -0.5 1.0 -1.6
C -1.539 -2.520 3.309 0.6 -0.3 1.7
C -0.624 -1.681 3.984 -1.0 -1.4 -0.2
C 0.207 -2.171 4.971 0.9 0.0 1.7
P -2.531 -1.635 2.040 1.3 -0.7 -0.7
C -2.830 -3.065 0.963 0.9 -0.3 -1.3
C -3.749 -4.098 1.092 0.1 -1.1 -1.2
C -3.775 -5.190 0.184 1.5 1.7 0.2
C -2.812 -5.189 -0.850 -2.4 -1.6 -0.2
C -1.929 -4.161 -1.033 0.1 -0.1 0.7
C -1.890 -3.138 -0.109 -1.3 -0.3 0.6
C -4.071 -1.164 2.780 -0.1 1.1 2.0
C -3.985 -0.300 3.926 -2.1 -1.0 -2.0
C -5.158 0.299 4.346 -0.4 -0.1 0.0
C -6.418 0.025 3.807 1.7 -0.7 -1.2
C -6.457 -0.828 2.704 -0.8 0.6 0.7
C -5.293 -1.362 2.181 -0.3 -0.3 0.4
H 1.087 -3.804 5.989 -0.2 -0.5 0.3
H -0.482 -5.395 4.831 -0.5 -0.4 0.0
H -2.111 -4.653 3.150 0.2 0.6 0.5
H -0.580 -0.649 3.757 0.1 1.0 -0.3
H 0.866 -1.511 5.536 -0.1 0.2 -0.6
H -4.498 -4.111 1.844 -0.5 0.3 0.8
H -4.517 -5.965 0.301 0.0 -0.1 -0.1
H -2.943 -5.972 -1.625 0.5 0.4 0.5
H -1.283 -4.201 -1.878 0.5 0.3 -0.4
H -1.186 -2.363 -0.272 0.5 0.9 0.0
H -3.059 -0.082 4.351 1.4 0.5 0.7
H -5.169 1.062 5.076 0.5 0.6 1.0
H -7.260 0.567 4.158 -0.7 0.1 0.2
H -7.433 -1.016 2.277 0.1 -0.2 -0.4
H -5.315 -1.997 1.334 -0.3 -0.3 -0.8
```
Positions in Å, forces in eV/Å.

Kohn-Sham gap: 6.3 eV
Net charge: -2
Max |F|: 0.0937 Eh/bohr
Multiplicity: 1

=====

DFT (ωB97M-V/def2-TZVPD) results for a cluster of 2 separate species, C5H14N2O2 in total at a distorted geometry.

Geometry as XYZ:
```
23
Properties=species:S:1:pos:R:3:forces:R:3
C -0.717 -1.123 0.026 -0.7 0.0 0.5
N 0.602 -1.594 0.395 0.5 0.3 -0.2
C 1.711 -1.292 -0.342 -0.7 -0.6 0.4
O 1.700 -0.732 -1.423 0.0 0.1 0.2
C -1.221 0.115 0.800 0.1 0.2 -0.4
C -0.137 1.188 1.035 -0.1 -0.1 0.3
C 0.542 1.060 2.398 0.1 -0.2 -0.2
N -2.371 0.591 0.037 -0.1 -0.2 0.0
H -0.774 -0.917 -1.038 0.4 0.1 -0.1
H -1.439 -1.922 0.200 0.0 -0.1 0.0
H 0.707 -1.997 1.324 0.2 0.1 -0.6
H 2.634 -1.686 0.103 0.1 0.1 0.0
H -1.608 -0.218 1.768 0.1 0.0 0.1
H -0.608 2.170 0.956 0.0 0.0 0.0
H 0.602 1.153 0.241 0.2 0.0 -0.2
H 0.974 0.064 2.516 0.0 0.0 0.1
H -0.175 1.194 3.208 0.0 0.1 0.0
H 1.356 1.776 2.521 -0.1 0.1 0.0
H -2.072 0.967 -0.860 0.0 0.1 0.2
H -2.875 1.302 0.553 0.1 0.0 -0.2
H 0.509 0.489 -2.217 -0.3 0.7 -0.7
H 0.592 1.658 -3.254 0.3 0.0 -0.1
O -0.027 1.154 -2.728 0.0 -0.8 0.8
```
Positions in Å, forces in eV/Å.

Kohn-Sham gap: 10.0 eV
Energy relative to the best compared isomer or geometry (same formula, charge and spin): 0.515 eV
Max |F|: 0.0227 Eh/bohr
Multiplicity: 1